Record 1
15
Properties=species:S:1:pos:R:3:forces:R:3 method="wB97M-V/def2-TZVPD" homo_energy_ev=-8.41 lumo_energy_ev=1.04 e_above_lowest_kcal_mol=65.6 smiles="COC(=NN)OC" orbital_gap_ev=9.46
C -0.531881 -1.341367 1.994067 -0.11 -0.66 -0.61
O -1.039490 -0.369726 1.072217 0.23 0.25 0.32
C -0.294931 -0.184513 -0.022521 1.08 -0.81 -0.71
N 0.769277 -0.858385 -0.264275 -1.24 0.58 0.53
N 1.425037 -0.537536 -1.451215 -0.09 0.13 -0.98
O -0.840170 0.699809 -0.898694 -0.41 -0.83 0.47
C -0.334183 2.005658 -0.798084 0.43 1.36 0.39
H -1.175433 -1.329380 2.855829 -0.34 0.11 0.18
H -0.560232 -2.329230 1.511100 0.01 0.22 0.20
H 0.490961 -1.160492 2.299081 0.21 0.33 -0.12
H 1.954438 -1.351761 -1.725958 0.14 -0.04 0.14
H 0.777199 -0.340208 -2.233397 0.21 -0.01 0.69
H -0.936997 2.614717 -1.480158 0.26 -0.10 0.12
H -0.433376 2.442018 0.226960 -0.05 -0.51 -0.64
H 0.729781 2.040397 -1.084953 -0.34 0.00 0.03


Record 2
15
Properties=species:S:1:pos:R:3:forces:R:3 method="wB97M-V/def2-TZVPD" spin_multiplicity=2 charge=+1 homo_energy_ev="-13.54 / -13.48" lumo_energy_ev="-4.13 / -9.14" e_above_lowest_kcal_mol=17.4 orbital_gap_ev="9.41 / 4.34"
C -2.377650 0.903346 1.315431 -0.59 -0.12 0.19
N -2.241561 -0.441327 1.251907 -0.25 0.07 0.15
O -1.593540 1.684134 0.824313 0.51 0.07 -0.11
H -3.281617 1.236428 1.857946 0.13 -0.06 -0.19
H -2.954559 -1.075181 1.585538 0.27 0.18 0.04
H -1.368973 -0.794464 0.910363 -0.05 -0.31 -0.02
C 0.282240 0.066744 -1.178677 0.37 -0.18 0.15
C 1.627888 -0.567701 -0.874292 -0.40 0.78 -0.24
N 2.737641 0.041918 -1.166339 0.61 -0.27 -0.45
O 1.618162 -1.667800 -0.281655 -0.28 -0.50 0.30
H 0.375869 0.623554 -2.098575 0.17 0.21 -0.33
H 0.041106 0.754550 -0.356052 -0.21 -0.13 0.08
H -0.471911 -0.689329 -1.329375 -0.29 -0.18 0.21
H 2.701050 0.811996 -1.817874 0.08 0.20 0.15
H 3.626994 -0.434553 -1.040066 -0.08 0.23 0.09


Record 3
16
Properties=species:S:1:pos:R:3:forces:R:3 method="wB97M-V/def2-TZVPD" homo_energy_ev=-9.69 lumo_energy_ev=0.65 e_above_lowest_kcal_mol=65.0 smiles="C/C=C/[NH2+][S@@](=N)(=O)[O-]" orbital_gap_ev=10.34
C 2.453455 -0.164045 -0.689575 0.70 -1.71 0.50
C 1.210507 -0.108820 0.121965 0.45 0.40 -0.76
C 0.419636 0.917870 0.217548 0.59 2.91 -1.48
N -0.888300 0.915015 0.805948 4.14 -3.56 1.51
S -2.265305 -0.316812 -0.230581 -0.67 -1.04 2.34
N -2.149480 -1.533312 0.728297 -0.38 1.11 -1.79
O -3.284673 0.644426 0.132058 0.26 -0.76 -0.40
O -1.742370 -0.292099 -1.558881 0.21 -0.15 0.13
H 3.290170 -0.432922 0.029106 -0.66 0.07 -1.14
H 2.250332 -1.044735 -1.403015 0.85 1.39 0.79
H 2.739970 0.741742 -1.217195 -0.25 0.02 -0.09
H 0.948602 -1.026101 0.489728 -0.84 -2.36 1.19
H 0.950432 1.771364 -0.273183 -1.69 0.15 0.52
H -1.621930 1.504049 0.812102 -1.98 3.98 -0.62
H -0.718459 0.659171 1.794310 -0.75 -0.38 -0.74
H -1.592582 -2.234795 0.241371 0.02 -0.07 0.04


Record 4
17
Properties=species:S:1:pos:R:3:forces:R:3 method="wB97M-V/def2-TZVPD" homo_energy_ev=-9.54 lumo_energy_ev=0.66 e_above_lowest_kcal_mol=62.3 smiles="N[C@H]1CN[C@@H]1S(=O)(=O)O" orbital_gap_ev=10.20
N -1.009228 1.751595 -0.225939 1.63 -0.56 -2.40
C -0.273359 0.610509 0.390852 -2.47 -0.69 -3.78
C -1.013372 -0.836298 0.181652 1.11 1.58 1.15
N 0.336297 -1.310569 -0.282834 -0.98 -0.49 -0.13
C 0.829589 0.016344 -0.497504 1.82 -1.18 2.25
S 2.651755 0.155923 -0.001441 -3.09 -2.70 -0.86
O 3.429859 -0.670703 -0.845277 0.64 -1.13 -0.75
O 2.891383 1.504960 0.054706 1.05 4.58 0.72
O 2.741230 -0.462418 1.453728 -0.97 3.11 0.43
H -0.536302 2.613685 0.053234 -0.20 -0.13 0.18
H -0.727924 1.708331 -1.282778 -1.16 0.21 2.30
H -0.125135 0.893973 1.360096 0.98 0.11 2.63
H -1.344759 -1.240557 1.139743 0.25 -0.38 -0.08
H -1.928433 -0.757336 -0.435165 0.90 -0.15 -0.50
H 0.569166 -2.115708 -0.873278 -0.58 0.76 0.10
H 0.783482 0.438238 -1.471946 0.26 0.31 -1.15
H 2.979078 -1.335887 1.328306 0.82 -3.24 -0.12


Record 5
17
Properties=species:S:1:pos:R:3:forces:R:3 method="wB97M-V/def2-TZVPD" homo_energy_ev=-9.53 lumo_energy_ev=-1.22 e_above_lowest_kcal_mol=104.7 orbital_gap_ev=8.31
C -1.526257 0.144504 1.102986 -0.87 -0.02 -3.61
C -1.358046 2.552217 0.790200 -1.60 1.28 -1.69
C -1.817999 0.277738 -0.455477 3.72 0.28 1.31
N 0.895197 -2.353118 0.151403 0.32 -0.71 0.21
N -0.889590 1.183045 0.515167 -0.51 -0.88 1.75
O 4.369488 -2.416698 -1.070440 -1.65 0.78 -0.61
O 3.527420 -0.315872 -2.067392 -0.57 -1.34 0.48
O -1.870533 -0.496277 2.021369 0.24 0.05 1.28
S 3.250232 -1.682831 -1.654739 2.49 0.62 -0.10
H -0.536573 3.224871 0.877267 0.82 0.27 0.46
H -2.165709 2.892136 1.549015 1.32 -1.62 -0.79
H -1.780731 2.826439 -0.215890 0.11 0.20 0.94
H -1.146789 -0.099439 -1.287878 -1.11 0.16 1.21
H -2.468278 1.047182 -0.714272 -2.13 0.25 -0.86
H 1.528781 -2.772106 0.855302 -0.42 -1.19 -1.59
H 1.060193 -1.426263 0.499495 -0.63 1.19 -1.31
H 0.929186 -2.585526 -0.896120 0.44 0.69 2.90


Record 6
17
Properties=species:S:1:pos:R:3:forces:R:3 method="wB97M-V/def2-TZVPD" homo_energy_ev="-8.82 / -8.57" lumo_energy_ev="-0.94 / -0.26" e_above_lowest_kcal_mol=132.6 orbital_gap_ev="7.88 / 8.30"
C -0.122522 1.599345 -0.620654 1.68 3.01 -2.73
C 0.895103 1.177498 0.415414 1.35 -1.53 -1.72
C 0.996164 -2.359180 0.144943 -0.06 -2.24 1.10
N -1.472641 1.505217 -0.248079 -1.78 0.08 1.61
N 0.599418 -0.140514 0.922348 -0.80 -0.60 0.59
O -1.398444 -0.808847 -1.186803 0.62 -1.13 -2.15
O -2.998382 -0.461076 0.594722 -1.98 0.02 1.25
O 1.214192 -0.951802 0.088940 1.00 -1.07 -2.20
S -1.729484 -0.204555 0.042880 1.91 2.10 1.12
H 0.096853 2.739534 -0.859108 -0.37 -2.22 0.41
H 0.058046 1.039883 -1.578155 -0.27 0.51 0.93
H 1.932501 1.223594 -0.076365 -1.42 -0.11 0.97
H 0.803988 1.770624 1.244655 0.10 1.91 2.04
H 0.322651 -2.579907 1.038447 1.00 0.19 -1.01
H 2.052231 -2.893518 0.296601 -2.35 1.26 -0.35
H 0.455171 -2.822549 -0.783940 1.16 1.47 1.45
H -1.704850 2.166261 0.564161 0.21 -1.66 -1.32


Record 7
15
Properties=species:S:1:pos:R:3:forces:R:3 method="wB97M-V/def2-TZVPD" homo_energy_ev="-7.11 / -9.26" lumo_energy_ev="-1.08 / -0.12" e_above_lowest_kcal_mol=151.2 orbital_gap_ev="6.03 / 9.14"
C -0.053398 0.508954 1.476967 -0.55 0.20 -0.90
C -0.787959 -1.461297 -0.858582 -0.06 -1.05 1.06
C -0.682756 1.057717 0.254435 1.80 -0.67 0.95
N -0.613133 -0.605003 1.903682 0.91 0.28 1.06
N -0.288151 2.128485 -0.482322 -0.91 -0.46 -1.63
O -1.927546 0.615954 -1.995583 -0.16 0.42 -0.56
S -1.894032 -0.014900 -0.653842 1.02 -0.07 0.63
H 0.888487 1.023217 1.898353 -1.60 -0.65 -0.45
H -0.758129 -1.787971 -1.920981 -0.27 0.27 0.91
H -1.022673 -2.221309 -0.075152 -0.88 0.13 -1.17
H 0.174579 -1.277609 -0.423154 0.88 0.85 -0.64
H 1.986653 0.231736 -0.008171 0.04 -0.04 -0.06
H -0.186655 -1.051333 2.761650 -0.34 1.05 -1.28
H -0.556484 2.060928 -1.520102 0.32 0.19 1.99
H 0.430342 2.787417 -0.210094 -0.21 -0.43 0.09


Record 8
15
Properties=species:S:1:pos:R:3:forces:R:3 method="wB97M-V/def2-TZVPD" homo_energy_ev=-9.42 lumo_energy_ev=0.65 e_above_lowest_kcal_mol=82.6 smiles="[H]/N=C(/NO)[C@@H](C)S" orbital_gap_ev=10.07
H 1.766026 -1.290153 0.360913 -0.02 0.84 1.21
N 1.235638 -0.994487 1.221539 1.45 -1.98 -1.37
C 0.132294 -0.537696 0.830657 0.08 1.74 -1.06
N -0.888305 -0.548572 1.751722 -0.58 0.47 -0.75
O -1.743462 0.604878 1.706692 1.97 -0.25 2.06
C -0.097539 0.285845 -0.472829 -1.75 0.65 0.82
C 1.071156 0.765147 -1.313404 3.50 -2.38 1.85
S -1.536859 -0.319400 -1.490015 0.79 -0.37 0.14
H -0.501458 -0.795784 2.658018 -0.55 0.51 0.24
H -2.334562 0.342894 1.042931 -1.80 -0.60 -1.41
H -0.543039 1.220095 0.016067 0.45 -1.03 -0.92
H 1.684999 1.416682 -0.659935 -0.19 -0.31 -0.09
H 1.914587 -0.115518 -1.587347 -2.65 2.25 0.15
H 0.784034 1.419761 -2.093948 -0.42 -0.06 -1.19
H -0.943510 -1.453694 -1.971062 -0.28 0.52 0.32


Record 9
15
Properties=species:S:1:pos:R:3:forces:R:3 method="wB97M-V/def2-TZVPD" homo_energy_ev=-9.28 lumo_energy_ev=0.74 e_above_lowest_kcal_mol=22.1 smiles="NC(=O)[C@H](N)CS" orbital_gap_ev=10.02
N -1.941383 1.167499 -1.569200 0.02 -0.22 0.32
C -0.759495 0.498024 -1.406304 0.07 0.91 -0.02
O -0.156381 0.058997 -2.362499 -0.36 -0.71 0.11
C -0.127002 0.487633 0.005862 2.04 -0.39 0.04
N 1.314007 0.622996 -0.296569 -0.59 0.31 -0.27
C -0.385404 -0.787907 0.850125 0.26 -0.53 -0.49
S 0.840463 -0.936151 2.228873 -0.34 0.87 1.19
H -2.085245 1.978624 -0.990511 -0.22 -0.12 0.14
H -2.216321 1.256900 -2.534759 -0.02 0.12 -0.02
H -0.407486 1.354435 0.612322 -0.45 -0.01 -0.23
H 1.419644 0.247589 -1.232090 0.43 -0.07 0.07
H 1.875717 0.100780 0.360057 0.02 0.04 0.07
H -1.395621 -0.718694 1.250777 0.13 -0.33 0.37
H -0.284998 -1.700614 0.265701 -0.18 0.12 -0.27
H 1.656349 -2.022094 2.188935 -0.80 0.01 -1.00


Record 10
15
Properties=species:S:1:pos:R:3:forces:R:3 method="wB97M-V/def2-TZVPD" homo_energy_ev=-8.93 lumo_energy_ev=0.64 e_above_lowest_kcal_mol=97.1 orbital_gap_ev=9.57
C -0.932629 0.733073 -0.295044 -0.53 0.66 1.78
C 0.032233 0.568005 0.862284 -0.93 2.59 0.28
C 1.870031 -0.590060 -0.557641 1.22 -1.81 0.30
N -1.866799 -0.065465 -0.578736 0.14 -1.08 -1.78
N 0.845727 -1.703183 -0.378432 1.10 1.67 -0.08
O 1.643113 2.244937 -0.672174 -0.63 -0.58 -0.31
S 1.723485 1.073061 0.231844 -0.29 -0.90 1.46
H -0.746110 1.810403 -0.418964 -0.74 -0.10 -2.21
H 2.282414 -0.390634 -1.554009 -0.64 -0.37 -0.14
H -0.261814 1.478486 1.433696 0.40 -0.32 0.07
H -0.076717 -0.204498 1.600255 0.40 -0.77 -0.14
H 2.788300 -0.954711 0.022001 -1.20 0.28 -0.74
H -2.462435 0.006729 -1.459643 0.96 1.03 1.77
H -0.050194 -1.637240 -0.904043 1.07 0.46 0.69
H 0.665701 -1.629565 0.632178 -0.33 -0.75 -0.97